(1)
{"formula": "C32H24N2O5SiV", "method": "the ωB97M-V functional and the def2-TZVPD basis", "symbols": ["V", "O", "C", "O", "C", "C", "C", "C", "C", "N", "C", "O", "O", "H", "H", "H", "H", "O", "Si", "C", "C", "C", "C", "C", "C", "C", "C", "C", "C", "C", "C", "C", "C", "C", "C", "C", "C", "H", "H", "H", "H", "H", "H", "H", "H", "H", "H", "H", "H", "H", "H", "H", "N", "C", "C", "C", "C", "C", "C", "C", "H", "H", "H", "H", "H"], "xyz": [[-1.27040, 0.24613, -1.57847], [-0.19218, 2.62220, -4.79670], [-0.79787, 1.78580, -3.94285], [-0.21250, 1.34835, -2.92460], [-2.13377, 1.34187, -4.17626], [-3.00584, 1.57955, -5.24854], [-4.24151, 0.98132, -5.22318], [-4.59688, 0.13368, -4.15016], [-3.70070, -0.06006, -3.13802], [-2.49580, 0.54921, -3.14271], [-3.83208, -0.96780, -1.93268], [-4.84060, -1.59403, -1.70592], [-2.72795, -0.96706, -1.23126], [0.70829, 2.76274, -4.47295], [-2.69698, 2.21375, -6.06772], [-4.93710, 1.14495, -6.03478], [-5.54921, -0.37665, -4.11480], [-0.01091, -0.18842, -0.31138], [0.95147, -1.23909, 0.46464], [0.80057, -0.85267, 2.29808], [0.54614, -1.81920, 3.27105], [0.42400, -1.47327, 4.61280], [0.55515, -0.14977, 5.00292], [0.81583, 0.82862, 4.05030], [0.93875, 0.47448, 2.71661], [2.72673, -0.95942, -0.06453], [3.02880, -0.16595, -1.17166], [4.34425, 0.03290, -1.57329], [5.38128, -0.56208, -0.87029], [5.10082, -1.35220, 0.23728], [3.78573, -1.54449, 0.63389], [0.45742, -3.00861, 0.12458], [-0.84468, -3.41986, 0.43381], [-1.28270, -4.69911, 0.13002], [-0.42159, -5.59519, -0.49066], [0.86882, -5.20465, -0.81494], [1.30040, -3.91902, -0.51378], [0.43637, -2.85697, 2.97763], [0.22259, -2.23810, 5.35252], [0.45831, 0.12082, 6.04705], [0.92397, 1.86458, 4.35020], [1.14501, 1.24476, 1.97952], [2.22186, 0.30096, -1.72663], [4.56075, 0.64988, -2.43702], [6.40692, -0.41024, -1.18248], [5.90789, -1.81519, 0.79116], [3.58062, -2.15779, 1.50587], [-1.53461, -2.72085, 0.89429], [-2.29817, -4.99323, 0.36243], [-0.76150, -6.59543, -0.72858], [1.53884, -5.89946, -1.30585], [2.30953, -3.62211, -0.77798], [-1.81562, 1.99301, -0.53440], [-1.45416, 2.65204, 0.33429], [-0.98676, 3.42058, 1.44640], [-1.81525, 3.61634, 2.54940], [-1.33483, 4.32687, 3.63536], [-0.04080, 4.83009, 3.62116], [0.78314, 4.62531, 2.52166], [0.31475, 3.92067, 1.42702], [-2.81472, 3.20376, 2.55241], [-1.96899, 4.48151, 4.49748], [0.33052, 5.38088, 4.47526], [1.79352, 5.01067, 2.51936], [0.94763, 3.73966, 0.56861]], "forces_ev_per_angstrom": [[-0.474, 0.240, -0.042], [-0.036, -0.083, 0.078], [-0.059, -0.059, -0.144], [0.059, 0.115, -0.112], [0.171, 0.029, 0.076], [-0.106, -0.022, -0.030], [0.053, 0.063, -0.072], [0.043, -0.050, 0.086], [-0.013, -0.013, -0.082], [0.232, 0.040, 0.312], [-0.150, 0.066, -0.080], [0.051, -0.006, 0.010], [-0.130, -0.128, 0.034], [0.006, 0.017, -0.020], [0.008, -0.001, 0.005], [-0.004, -0.009, 0.006], [-0.005, 0.005, 0.014], [0.270, -0.080, -0.211], [0.040, 0.098, 0.239], [0.029, -0.127, 0.006], [0.017, 0.039, 0.006], [0.000, -0.010, -0.019], [0.002, 0.011, 0.002], [-0.002, 0.003, 0.011], [-0.008, 0.004, -0.049], [-0.018, 0.019, -0.022], [0.017, -0.010, -0.020], [-0.015, 0.000, -0.002], [0.003, -0.001, 0.009], [0.001, 0.002, -0.005], [0.006, 0.014, 0.002], [-0.106, 0.042, -0.050], [0.012, 0.029, -0.027], [0.007, -0.013, -0.014], [-0.014, -0.003, 0.001], [0.012, 0.003, 0.011], [0.045, -0.019, 0.059], [-0.011, -0.014, 0.005], [0.002, -0.003, -0.002], [-0.001, -0.001, 0.001], [0.001, 0.003, -0.008], [0.003, -0.015, 0.019], [-0.003, 0.003, 0.006], [0.001, 0.000, 0.000], [0.001, 0.000, 0.001], [0.001, -0.001, 0.000], [-0.001, 0.002, 0.005], [-0.011, -0.008, 0.003], [0.000, 0.003, 0.012], [0.000, 0.000, -0.004], [0.000, 0.001, -0.004], [-0.005, -0.003, -0.006], [0.265, -0.233, -0.030], [-0.173, 0.030, 0.045], [-0.009, 0.033, -0.001], [-0.006, -0.013, 0.006], [0.002, -0.001, -0.001], [-0.003, -0.002, -0.001], [-0.001, -0.004, 0.001], [-0.001, 0.003, -0.006], [-0.002, 0.006, -0.003], [0.000, -0.001, 0.000], [0.002, 0.001, 0.001], [0.002, 0.001, -0.001], [0.000, 0.005, -0.006]], "mulliken_spin": [0.87, 0.01, 0.01, 0.00, 0.06, -0.01, 0.02, 0.00, 0.02, 0.01, 0.00, 0.02, -0.01, 0.00, 0.00, 0.00, 0.00, 0.00, -0.01, 0.00, 0.00, 0.00, 0.00, 0.00, 0.00, 0.00, 0.00, 0.00, 0.00, 0.00, 0.00, 0.00, 0.00, 0.00, 0.00, 0.00, 0.00, 0.00, 0.00, 0.00, 0.00, 0.00, 0.00, 0.00, 0.00, 0.00, 0.00, 0.00, 0.00, 0.00, 0.00, 0.00, -0.02, 0.01, 0.00, 0.00, 0.00, 0.00, 0.00, 0.00, 0.00, 0.00, 0.00, 0.00, 0.00], "multiplicity": 2, "homo_lumo_gap_ev": [5.715, 5.895]}

***

(2)
{"formula": "C32H25MnN5O2PS2", "method": "the ωB97M-V functional and the def2-TZVPD basis", "symbols": ["Mn", "O", "C", "C", "C", "C", "C", "C", "C", "P", "C", "C", "C", "C", "C", "C", "C", "C", "C", "C", "C", "C", "H", "H", "H", "H", "H", "H", "H", "H", "H", "H", "H", "H", "H", "H", "S", "C", "N", "N", "C", "C", "C", "C", "C", "C", "N", "N", "C", "C", "C", "C", "C", "C", "H", "H", "H", "H", "H", "H", "H", "H", "H", "H", "H", "O", "S", "N"], "xyz": [[-0.59563, -0.25557, -0.28845], [-2.68513, -1.13375, -1.86815], [-1.49468, -1.25797, -1.76609], [-0.66440, -2.08756, -2.71097], [-1.15632, -2.46171, -3.95405], [-0.34509, -3.18217, -4.81632], [0.94317, -3.53773, -4.43156], [1.42560, -3.18369, -3.17928], [0.61811, -2.45375, -2.31887], [1.01869, -1.92376, -0.63074], [0.77786, -3.42186, 0.38775], [1.34849, -3.45114, 1.66207], [1.08809, -4.50370, 2.52393], [0.25118, -5.53673, 2.12195], [-0.31513, -5.51523, 0.85691], [-0.05496, -4.46148, -0.00946], [2.81625, -1.65828, -0.54921], [3.31938, -0.36023, -0.50172], [4.69035, -0.14692, -0.45579], [5.56146, -1.22487, -0.45807], [5.06582, -2.52181, -0.50266], [3.69877, -2.74022, -0.54334], [-2.15965, -2.16663, -4.23246], [-0.71088, -3.46308, -5.79531], [1.57512, -4.09137, -5.11373], [2.42915, -3.46383, -2.88416], [2.01473, -2.65145, 1.96770], [1.53621, -4.52036, 3.50903], [0.04396, -6.35874, 2.79456], [-0.96252, -6.32252, 0.54008], [-0.50255, -4.45166, -0.99576], [2.63156, 0.47590, -0.51440], [5.07576, 0.86339, -0.41833], [6.63007, -1.05662, -0.42170], [5.74687, -3.36294, -0.50001], [3.31552, -3.75341, -0.55679], [0.28877, 0.95208, -1.92729], [-0.61378, 2.44808, -1.59353], [-0.42305, 3.44936, -2.45488], [-0.98445, 4.64122, -2.16034], [-0.98668, 5.28061, -0.89165], [-0.00158, 5.02854, 0.05955], [-0.02818, 5.69905, 1.26889], [-1.01839, 6.63910, 1.53585], [-1.98373, 6.90348, 0.57696], [-1.97355, 6.22097, -0.63247], [-1.42910, 2.52084, -0.55916], [-1.48782, 1.39137, 0.16228], [-2.19591, 1.48528, 1.33315], [-2.39298, 0.12509, 1.96274], [-2.54969, 0.15317, 3.47544], [-3.25149, 1.35508, 3.98820], [-3.30300, 2.46708, 3.23795], [-2.70440, 2.58555, 1.92554], [-0.90633, 5.26726, -2.94451], [0.76938, 4.30045, -0.15206], [0.73350, 5.49327, 2.01026], [-1.03355, 7.16120, 2.48348], [-2.75808, 7.63323, 0.77610], [-2.74375, 6.39495, -1.37369], [-3.26997, -0.34011, 1.50239], [-3.00189, -0.78002, 3.81864], [-3.67876, 1.31345, 4.97972], [-3.79540, 3.34390, 3.64288], [-2.62820, 3.54384, 1.43129], [-1.14483, 0.12944, 3.97156], [-0.27312, -0.76692, 2.94653], [-1.20527, -0.69642, 1.65358]], "forces_ev_per_angstrom": [[0.334, 0.151, 0.241], [-0.014, 0.004, 0.021], [0.255, -0.194, 0.144], [-0.200, 0.014, -0.081], [-0.006, -0.032, -0.056], [-0.033, 0.019, 0.035], [0.024, 0.004, 0.029], [0.058, -0.043, -0.026], [-0.060, 0.049, 0.102], [-0.077, -0.174, 0.002], [0.094, 0.090, 0.065], [-0.009, -0.023, -0.085], [-0.004, 0.001, -0.005], [0.002, -0.006, 0.003], [-0.003, -0.013, 0.001], [-0.011, 0.024, -0.028], [-0.054, 0.014, -0.009], [-0.070, -0.036, 0.009], [0.003, -0.003, 0.000], [0.004, 0.024, -0.003], [-0.001, -0.023, -0.002], [0.011, 0.020, -0.007], [0.002, 0.000, -0.002], [0.000, 0.003, -0.003], [0.006, -0.003, 0.005], [-0.003, 0.003, -0.011], [0.001, -0.015, 0.043], [0.006, 0.011, -0.003], [0.004, -0.002, -0.001], [-0.004, 0.005, -0.008], [-0.010, -0.006, 0.003], [0.028, 0.023, -0.007], [-0.008, 0.004, -0.001], [0.000, -0.003, 0.000], [-0.007, -0.006, -0.001], [0.000, -0.007, 0.014], [-0.202, 0.267, 0.000], [-0.055, -0.209, 0.293], [-0.002, 0.199, -0.135], [-0.023, -0.155, 0.026], [0.035, -0.004, -0.036], [-0.023, -0.009, 0.009], [-0.025, 0.026, 0.008], [0.015, -0.010, -0.005], [0.020, -0.014, 0.002], [-0.025, 0.019, 0.018], [0.158, 0.136, -0.228], [-0.031, -0.059, 0.056], [0.074, -0.174, -0.081], [0.018, 0.153, -0.026], [-0.072, -0.009, -0.086], [0.038, -0.060, 0.045], [0.038, 0.050, -0.120], [-0.059, 0.051, 0.081], [0.021, 0.037, 0.004], [0.010, -0.014, 0.009], [0.004, -0.008, -0.005], [0.003, -0.004, 0.002], [-0.011, -0.003, -0.021], [-0.002, 0.008, 0.005], [0.037, -0.057, -0.008], [0.035, 0.000, 0.032], [-0.002, 0.012, 0.000], [-0.002, 0.000, 0.000], [-0.023, 0.015, 0.038], [0.063, -0.029, 0.013], [0.026, 0.009, 0.103], [-0.295, -0.039, -0.370]], "mulliken_spin": [2.44, -0.05, -0.17, -0.04, -0.01, 0.00, 0.00, 0.00, -0.01, -0.08, 0.00, -0.01, 0.01, 0.00, 0.00, -0.01, -0.04, 0.01, 0.00, 0.00, 0.00, 0.00, 0.00, 0.00, 0.00, 0.00, 0.00, 0.00, 0.00, 0.00, 0.00, 0.00, 0.00, 0.00, 0.00, 0.00, -0.03, -0.17, 0.45, 0.19, -0.03, 0.03, 0.00, 0.02, -0.01, 0.01, 0.40, 0.03, -0.08, 0.03, -0.02, 0.08, -0.03, 0.12, -0.01, 0.01, 0.00, 0.00, 0.00, 0.00, 0.00, 0.01, 0.00, 0.00, 0.02, 0.05, 0.47, 0.43], "multiplicity": 5, "homo_lumo_gap_ev": [6.115, 5.835]}